Entry 1:
{"formula": "C16H39N6", "method": "ωB97M-V/def2-TZVPD", "total_charge": 1, "homo_energy_ha": -0.3767, "lumo_energy_ev": -3.7, "spin_multiplicity": 1, "molar_mass_g_mol": 315.53, "total_energy_ev": -26156.611, "species": ["C", "C", "C", "N", "C", "N", "N", "N", "H", "H", "H", "H", "H", "H", "H", "H", "H", "C", "C", "N", "C", "C", "C", "C", "H", "H", "H", "H", "H", "H", "H", "H", "H", "H", "H", "H", "H", "H", "H", "C", "C", "N", "C", "C", "C", "C", "H", "H", "H", "H", "H", "H", "H", "H", "H", "H", "H", "H", "H", "H", "H"], "coordinates": [[-3.41, -1.53, 2.03], [-2.12, -2.41, 1.62], [-0.77, -2.02, 2.37], [-0.49, -2.76, 3.55], [0.77, -2.21, 3.94], [1.33, -2.74, 5.06], [1.22, -1.20, 3.07], [0.28, -1.10, 2.09], [-4.28, -2.27, 2.12], [-3.32, -1.01, 3.03], [-3.66, -0.81, 1.20], [-1.96, -2.37, 0.49], [-2.33, -3.50, 1.88], [2.00, -3.51, 5.05], [0.99, -2.39, 5.97], [2.10, -0.68, 3.14], [0.29, -0.48, 1.27], [-6.05, 2.09, -1.58], [-4.67, 1.85, -0.98], [-3.57, 2.10, -1.91], [-2.30, 1.58, -1.44], [-1.71, 2.18, -0.17], [-3.53, 3.43, -2.51], [-3.47, 4.64, -1.58], [-6.17, 1.53, -2.51], [-6.82, 1.76, -0.89], [-6.22, 3.15, -1.80], [-4.63, 0.80, -0.67], [-4.57, 2.45, -0.06], [-1.56, 1.66, -2.25], [-2.41, 0.50, -1.28], [-1.32, 3.18, -0.35], [-0.87, 1.56, 0.17], [-2.43, 2.22, 0.65], [-4.41, 3.54, -3.15], [-2.69, 3.48, -3.21], [-4.21, 4.58, -0.77], [-3.69, 5.55, -2.14], [-2.49, 4.77, -1.13], [3.58, -2.88, 0.86], [3.23, -1.87, -0.23], [4.07, -0.69, -0.21], [3.56, 0.41, -1.03], [3.45, 0.18, -2.54], [5.51, -0.92, -0.32], [6.02, -1.71, -1.53], [3.59, -2.40, 1.85], [2.83, -3.67, 0.89], [4.55, -3.35, 0.69], [2.19, -1.56, -0.05], [3.24, -2.38, -1.20], [4.16, 1.30, -0.85], [2.56, 0.66, -0.66], [4.43, 0.19, -3.02], [2.87, 0.98, -2.99], [2.95, -0.76, -2.78], [5.83, -1.45, 0.58], [6.04, 0.03, -0.27], [5.44, -2.61, -1.71], [7.05, -2.01, -1.36], [6.02, -1.10, -2.43]], "lowdin_charge": [-0.08, -0.14, -0.15, 0.20, -0.32, 0.12, 0.14, 0.11, 0.09, 0.09, 0.06, 0.12, 0.12, 0.13, 0.12, 0.19, 0.17, -0.09, -0.28, -0.19, -0.26, -0.09, -0.24, -0.08, 0.08, 0.08, 0.07, 0.10, 0.10, 0.11, 0.10, 0.06, 0.04, 0.07, 0.11, 0.12, 0.07, 0.08, 0.05, -0.09, -0.28, -0.20, -0.25, -0.08, -0.24, -0.08, 0.06, 0.07, 0.07, 0.09, 0.11, 0.12, 0.09, 0.06, 0.08, 0.07, 0.10, 0.12, 0.07, 0.08, 0.06]}

***

Entry 2:
{"formula": "C16H3Cl3F10N7O7PdS4", "method": "ωB97M-V/def2-TZVPD", "total_charge": 1, "homo_energy_ha": [-0.4390, -0.4392], "lumo_energy_ev": [-6.1, -9.5], "spin_multiplicity": 5, "molar_mass_g_mol": 936.27, "total_energy_ev": -152948.178, "species": ["Pd", "N", "H", "H", "H", "Cl", "C", "Cl", "Cl", "C", "N", "O", "S", "O", "O", "S", "F", "C", "F", "F", "S", "O", "O", "N", "S", "O", "O", "C", "F", "F", "F", "F", "C", "C", "F", "C", "C", "C", "F", "C", "C", "C", "N", "C", "N", "F", "C", "C", "N", "C", "N"], "coordinates": [[1.27, -1.06, 0.84], [1.86, -0.29, 2.66], [1.62, 0.68, 2.83], [2.88, -0.36, 2.62], [1.48, -0.86, 3.41], [-2.60, -2.92, -0.47], [-2.78, -3.25, 1.25], [-4.36, -2.62, 1.81], [-2.63, -4.95, 1.60], [-1.76, -2.51, 2.01], [-0.97, -1.94, 2.61], [1.00, -2.06, -0.92], [1.21, -3.50, -0.50], [0.04, -4.07, 0.11], [1.98, -4.27, -1.40], [2.35, -3.01, 1.27], [4.83, 1.61, -0.88], [3.91, 0.74, -0.50], [3.13, 1.35, 0.43], [3.11, 0.44, -1.52], [4.69, -0.80, 0.27], [3.87, -1.89, -0.28], [4.51, -0.57, 1.69], [6.18, -0.84, -0.10], [6.60, -1.21, -1.62], [7.93, -0.78, -1.84], [5.55, -0.87, -2.54], [6.68, -3.09, -1.61], [5.80, -3.58, -2.47], [7.89, -3.47, -1.96], [6.41, -3.58, -0.40], [-2.76, 0.39, -0.07], [-3.33, 1.55, -0.18], [-4.76, 1.49, -0.43], [-5.24, 0.30, -0.50], [-5.57, 2.63, -0.58], [-4.84, 3.82, -0.47], [-3.41, 3.87, -0.22], [-2.92, 5.06, -0.16], [-2.61, 2.74, -0.07], [-1.18, 2.78, 0.18], [-0.42, 1.60, 0.29], [0.19, 0.63, 0.38], [-0.48, 3.99, 0.32], [0.10, 4.98, 0.46], [-5.40, 4.97, -0.58], [-7.00, 2.58, -0.82], [-7.75, 3.75, -0.99], [-8.38, 4.71, -1.12], [-7.68, 1.35, -0.89], [-8.24, 0.34, -0.95]], "lowdin_charge": [0.72, -0.01, 0.07, 0.03, 0.06, 0.66, -1.61, 0.60, 0.71, -0.40, 0.18, -0.48, 0.22, -0.42, -0.24, 0.74, 0.17, -0.65, 0.06, 0.13, 0.59, -0.45, -0.33, -0.28, 0.63, -0.25, -0.28, -0.67, 0.15, 0.15, 0.13, 0.21, -0.06, -0.06, 0.23, 0.00, -0.07, -0.06, 0.25, 0.00, -0.06, -0.05, 0.18, -0.13, 0.28, 0.24, -0.08, -0.14, 0.27, -0.14, 0.27]}

***

Entry 3:
{"formula": "C16H40AsF6HgO18S5", "method": "ωB97M-V/def2-TZVPD", "total_charge": -1, "homo_energy_ha": -0.2619, "lumo_energy_ev": -3.9, "spin_multiplicity": 1, "molar_mass_g_mol": 1070.31, "total_energy_ev": -189582.377, "species": ["Hg", "As", "F", "F", "F", "F", "F", "F", "C", "O", "O", "O", "O", "S", "O", "O", "C", "C", "C", "H", "H", "H", "H", "H", "H", "H", "H", "O", "S", "O", "O", "C", "C", "C", "H", "H", "H", "H", "H", "H", "H", "H", "O", "S", "O", "O", "C", "C", "C", "H", "H", "H", "H", "H", "H", "H", "H", "O", "S", "O", "O", "C", "C", "C", "H", "H", "H", "H", "H", "H", "H", "H", "O", "S", "O", "O", "C", "C", "C", "H", "H", "H", "H", "H", "H", "H", "H"], "coordinates": [[-23.75, -9.69, -22.60], [-29.91, -8.97, -25.63], [-28.52, -8.83, -24.46], [-30.72, -9.79, -24.28], [-31.39, -9.18, -26.62], [-29.07, -8.00, -26.90], [-29.24, -10.53, -26.21], [-30.66, -7.43, -25.05], [-19.41, -9.86, -20.64], [-18.20, -9.79, -20.62], [-19.92, -8.87, -21.09], [-20.15, -10.83, -20.53], [-24.40, -15.22, -25.75], [-24.32, -16.24, -26.82], [-23.45, -16.09, -28.01], [-23.79, -17.55, -25.94], [-22.86, -18.45, -26.57], [-22.48, -19.48, -25.58], [-25.99, -16.93, -27.35], [-21.97, -17.84, -26.69], [-23.33, -19.00, -27.38], [-23.24, -20.14, -25.17], [-22.19, -19.02, -24.64], [-21.64, -20.08, -25.93], [-26.41, -16.04, -27.80], [-26.49, -17.22, -26.42], [-25.65, -17.81, -27.90], [-17.50, -8.96, -27.14], [-18.33, -9.97, -27.81], [-19.74, -9.93, -27.33], [-18.26, -9.89, -29.46], [-16.94, -9.61, -29.94], [-16.85, -9.45, -31.46], [-17.59, -11.75, -27.48], [-16.23, -10.34, -29.56], [-16.74, -8.61, -29.56], [-17.46, -8.60, -31.78], [-17.26, -10.32, -31.97], [-15.85, -9.22, -31.82], [-17.62, -11.87, -26.39], [-16.53, -11.62, -27.71], [-18.15, -12.48, -28.06], [-27.08, -5.13, -15.98], [-27.24, -6.58, -16.28], [-26.26, -7.22, -17.16], [-27.24, -7.56, -14.89], [-27.84, -6.91, -13.79], [-27.66, -7.67, -12.49], [-28.96, -6.89, -16.79], [-28.92, -6.85, -13.98], [-27.43, -5.91, -13.75], [-28.07, -8.68, -12.50], [-28.23, -7.13, -11.73], [-26.62, -7.61, -12.17], [-29.01, -6.54, -17.82], [-29.52, -6.21, -16.15], [-29.30, -7.92, -16.68], [-27.05, -13.62, -18.89], [-27.66, -14.73, -18.16], [-27.01, -16.02, -18.06], [-28.11, -14.25, -16.62], [-28.48, -15.21, -15.63], [-28.30, -14.37, -14.33], [-29.28, -14.94, -18.88], [-27.88, -16.12, -15.63], [-29.52, -15.55, -15.60], [-28.37, -15.03, -13.47], [-29.18, -13.72, -14.25], [-27.32, -13.90, -14.26], [-29.73, -13.96, -18.69], [-29.88, -15.64, -18.30], [-29.13, -15.07, -19.96], [-21.70, -3.63, -24.16], [-23.13, -3.61, -24.37], [-24.04, -4.71, -24.08], [-23.70, -2.21, -23.76], [-24.45, -2.28, -22.57], [-25.90, -2.30, -22.90], [-23.44, -3.25, -26.14], [-24.18, -1.41, -21.97], [-24.23, -3.12, -21.91], [-26.05, -3.24, -23.44], [-26.12, -1.43, -23.53], [-26.57, -2.33, -22.04], [-23.03, -4.07, -26.73], [-22.96, -2.30, -26.38], [-24.48, -3.06, -26.39]], "lowdin_charge": [0.28, 0.88, -0.33, -0.31, -0.31, -0.31, -0.31, -0.32, -0.93, 0.21, 0.27, 0.18, -0.30, 0.71, -0.33, -0.29, -0.30, -0.10, -0.08, 0.13, 0.12, 0.08, 0.08, 0.09, 0.07, 0.07, 0.06, -0.32, 0.70, -0.32, -0.26, -0.29, -0.07, -0.06, 0.11, 0.11, 0.08, 0.08, 0.08, 0.06, 0.04, 0.06, -0.32, 0.71, -0.29, -0.26, -0.33, -0.06, -0.11, 0.11, 0.11, 0.08, 0.08, 0.08, 0.08, 0.06, 0.08, -0.28, 0.65, -0.30, -0.28, -0.27, -0.07, -0.12, 0.11, 0.11, 0.07, 0.07, 0.08, 0.07, 0.07, 0.08, -0.28, 0.65, -0.29, -0.26, -0.32, -0.08, -0.11, 0.12, 0.12, 0.08, 0.08, 0.08, 0.07, 0.06, 0.07]}

***

Entry 4:
{"formula": "C16H40B2Cs2O8S4", "method": "ωB97M-V/def2-TZVPD", "total_charge": 1, "homo_energy_ha": [-0.4295, -0.4295], "lumo_energy_ev": [-3.3, -9.2], "spin_multiplicity": 2, "molar_mass_g_mol": 776.19, "total_energy_ev": -79394.159, "species": ["Cs", "Cs", "B", "H", "H", "H", "H", "B", "H", "H", "H", "H", "C", "C", "C", "S", "O", "O", "C", "H", "H", "H", "H", "H", "H", "H", "H", "C", "C", "C", "S", "O", "O", "C", "H", "H", "H", "H", "H", "H", "H", "H", "C", "C", "C", "S", "O", "O", "C", "H", "H", "H", "H", "H", "H", "H", "H", "C", "C", "C", "S", "O", "O", "C", "H", "H", "H", "H", "H", "H", "H", "H"], "coordinates": [[-4.38, -2.74, 1.48], [0.33, -1.68, 2.91], [-2.62, -2.38, 4.19], [-1.76, -2.31, 4.84], [-2.60, -1.47, 3.61], [-2.59, -3.26, 3.56], [-3.47, -2.51, 4.83], [-1.50, -1.60, -0.15], [-1.84, -0.58, -0.10], [-1.62, -1.94, 0.87], [-2.01, -2.23, -0.86], [-0.46, -1.68, -0.42], [-3.07, 2.52, 1.86], [-3.02, 3.62, 2.97], [-1.61, 3.51, 3.66], [-1.45, 1.69, 3.89], [-2.23, 1.34, 5.08], [-0.07, 1.27, 3.67], [-2.53, 1.23, 2.45], [-2.41, 2.77, 1.04], [-4.03, 2.43, 1.36], [-3.75, 3.51, 3.77], [-3.14, 4.61, 2.52], [-1.48, 4.02, 4.61], [-0.87, 3.74, 2.89], [-3.37, 0.61, 2.78], [-1.99, 0.62, 1.73], [-2.31, 0.38, -3.32], [-2.32, 1.55, -2.27], [-1.51, 2.79, -2.77], [-0.03, 1.98, -3.67], [1.14, 1.66, -2.82], [0.14, 2.57, -4.98], [-0.87, 0.34, -3.98], [-3.03, 0.76, -4.05], [-2.52, -0.61, -2.90], [-1.77, 1.20, -1.40], [-3.36, 1.81, -2.06], [-1.32, 3.74, -2.26], [-2.03, 3.26, -3.61], [-0.31, -0.31, -3.31], [-0.66, -0.14, -4.94], [1.31, 1.74, 0.40], [2.36, 2.92, 0.82], [3.76, 2.25, 1.27], [3.43, 0.41, 1.09], [2.90, 0.01, 2.40], [4.61, -0.20, 0.52], [2.00, 0.56, -0.11], [0.70, 2.07, -0.45], [0.60, 1.66, 1.21], [1.89, 3.55, 1.58], [2.54, 3.59, -0.02], [4.08, 2.49, 2.28], [4.60, 2.46, 0.61], [1.43, -0.37, -0.17], [2.54, 0.76, -1.03], [3.20, -3.70, -0.83], [2.26, -2.77, -1.62], [1.69, -3.48, -2.94], [2.76, -4.93, -3.27], [3.45, -4.74, -4.55], [1.91, -6.08, -2.99], [3.94, -4.57, -1.80], [2.61, -4.21, -0.07], [3.80, -3.21, -0.06], [2.92, -1.92, -1.80], [1.44, -2.46, -0.97], [1.69, -2.79, -3.78], [0.68, -3.87, -2.79], [4.67, -3.86, -2.20], [4.52, -5.40, -1.40]], "lowdin_charge": [1.09, 1.13, -0.32, 0.04, -0.04, -0.03, 0.08, -0.53, -0.07, -0.18, -0.06, -0.08, -0.20, -0.18, -0.17, 0.70, -0.33, -0.43, -0.22, 0.11, 0.12, 0.12, 0.12, 0.11, 0.10, 0.09, 0.07, -0.17, -0.22, -0.17, 0.74, -0.36, -0.34, -0.18, 0.11, 0.10, 0.07, 0.11, 0.10, 0.09, 0.07, 0.10, -0.23, -0.12, -0.16, 0.71, -0.46, -0.32, -0.22, 0.09, 0.08, 0.09, 0.10, 0.10, 0.09, 0.07, 0.10, -0.26, -0.18, -0.18, 0.73, -0.34, -0.35, -0.18, 0.10, 0.11, 0.11, 0.06, 0.09, 0.09, 0.10, 0.11]}

***

What is the formula in the fourth record? C16H40B2Cs2O8S4